Entry 1:
C4H12NO2 | ωB97M-V/def2-TZVPD

Calculated values
Total charge   +1
E_tot   -9920.3966 eV
Orbital gap   11.24 eV
F_max   3.737 eV/A
HOMO   -14.729 eV
Energy relative to the best compared isomer or geometry (same formula, charge and spin)   176.9 kJ/mol

```
19
C4H12NO2, DFT ωB97M-V/def2-TZVPD
C 0.458 0.242 1.817
C -0.647 0.294 0.769
O -1.684 -0.600 1.101
C -0.316 -0.148 -0.723
N -0.186 -1.625 -0.575
C 1.100 0.345 -1.121
O 1.197 1.723 -1.247
H 1.377 0.688 1.454
H 0.798 -0.793 2.041
H 0.099 0.737 2.710
H -1.015 1.360 0.750
H -2.250 -0.330 1.827
H -1.007 0.286 -1.447
H -1.032 -2.079 -0.194
H 0.587 -1.865 0.050
H -0.137 -2.150 -1.458
H 1.307 -0.160 -2.078
H 1.850 0.136 -0.327
H 0.821 2.067 -2.068
```



Entry 2:
C6H36NO14 | ωB97M-V/def2-TZVPD

Calculated values
Total charge   -1
E_tot   -36964.8233 eV
Orbital gap   8.89 eV
F_max   1.705 eV/A
HOMO   -6.450 eV

```
57
C6H36NO14, DFT ωB97M-V/def2-TZVPD
C 3.037 -1.059 0.738
O 2.103 -2.106 0.508
C 2.855 -0.301 2.078
C 2.380 1.152 1.929
C 0.984 1.222 1.410
C 0.715 1.361 0.121
C -1.117 1.525 2.387
N 0.035 1.008 2.429
H 4.024 -1.548 0.769
H 3.004 -0.353 -0.093
H 3.785 -0.288 2.635
H 2.164 -0.879 2.691
H 3.066 1.684 1.275
H 2.428 1.664 2.911
H 1.460 1.494 -0.650
H -0.292 1.316 -0.255
H -1.818 1.318 3.202
H -1.516 2.224 1.655
H 2.958 -0.134 -3.477
H 2.925 -1.642 -3.092
O 3.395 -0.971 -3.634
H -1.626 -2.274 1.052
H -2.046 -1.847 2.489
O -2.429 -2.059 1.600
H -2.222 4.602 -2.061
H -0.987 3.921 -2.628
O -1.260 4.766 -2.209
H -0.825 -0.683 3.411
H -0.183 -2.089 3.610
O -0.989 -1.560 3.796
H -2.932 -1.152 0.102
H -1.765 -1.382 -0.820
O -2.678 -0.982 -0.828
H -0.231 -3.162 -0.370
H 0.575 -1.965 0.231
O -0.379 -2.215 -0.185
H 0.964 -3.932 -1.744
H -0.253 -4.670 -2.344
O 0.248 -4.594 -1.521
H -0.888 3.570 0.704
H -1.122 4.632 -0.441
O -1.387 4.365 0.471
H 1.794 -2.918 1.817
H 1.117 -4.234 2.326
O 1.500 -3.416 2.652
H 1.026 -1.935 -2.065
H 2.081 -2.435 -1.000
O 1.808 -2.494 -2.003
H -3.782 0.880 -2.608
H -2.773 0.427 -1.478
O -3.077 1.226 -2.055
H -1.156 2.216 -4.266
H -1.592 1.812 -2.818
O -0.895 2.279 -3.339
H -3.093 3.955 -0.389
H -3.504 2.855 -1.424
O -3.613 3.803 -1.200
```



Entry 3:
C24H16BrCuN4O2 | ωB97M-V/def2-TZVPD

Calculated values
Total charge   -2
E_tot   -149886.9502 eV
Orbital gap   5.05 eV
F_max   0.251 eV/A
HOMO   -0.924 eV

```
48
C24H16BrCuN4O2, DFT ωB97M-V/def2-TZVPD
Cu -0.107 0.070 -0.280
O 1.378 -3.372 -2.311
C 0.675 -2.596 -1.628
N 0.304 -1.345 -1.845
C 0.539 -0.723 -3.070
C 0.581 -1.410 -4.285
C 0.708 -0.739 -5.494
C 0.805 0.641 -5.507
C 0.776 1.352 -4.311
C 0.649 0.699 -3.078
N 0.615 1.325 -1.824
C 0.846 2.622 -1.680
O 1.041 3.521 -2.531
C 0.830 3.104 -0.236
C 0.393 4.406 0.023
C 0.338 4.847 1.331
C 0.738 3.986 2.345
C 1.186 2.726 1.987
N 1.242 2.288 0.732
C 0.216 -3.173 -0.300
C 1.178 -3.719 0.558
C 0.772 -4.336 1.723
C -0.589 -4.411 1.998
C -1.465 -3.853 1.083
N -1.087 -3.250 -0.042
H 0.519 -2.488 -4.264
H 0.733 -1.307 -6.420
H 0.907 1.180 -6.445
H 0.858 2.426 -4.307
H 0.112 5.022 -0.819
H -0.020 5.845 1.563
H 0.692 4.274 3.388
H 1.496 2.017 2.749
H 2.219 -3.652 0.271
H 1.500 -4.749 2.412
H -0.964 -4.870 2.904
H -2.536 -3.887 1.265
Br -2.834 0.244 5.880
C -2.073 0.175 4.112
C -1.126 -0.786 3.813
C -0.591 -0.819 2.528
C -0.946 0.073 1.498
C -1.911 1.024 1.888
C -2.478 1.090 3.158
H -0.812 -1.500 4.567
H 0.148 -1.588 2.328
H -2.238 1.771 1.169
H -3.218 1.844 3.403
```